No. 1
{"formula": "C17H17N9OS2SeW", "method": "the ωB97M-V functional and the def2-TZVPD basis", "elements": ["W", "N", "C", "S", "N", "N", "C", "C", "C", "C", "C", "C", "C", "O", "H", "H", "H", "H", "H", "H", "H", "C", "C", "N", "N", "C", "S", "N", "N", "H", "H", "H", "H", "H", "H", "Se", "N", "C", "C", "C", "C", "C", "C", "N", "H", "H", "H", "H"], "positions_angstrom": [[-0.685187, 0.690927, 1.065427], [-0.657585, 2.088792, 5.370631], [-0.429312, 1.511190, 4.180922], [-1.702570, 1.730007, 2.972791], [0.664247, 0.883359, 3.953362], [0.749336, 0.368859, 2.664066], [1.877874, -0.230013, 2.455736], [2.370838, -0.831618, 1.239052], [3.713900, -1.221169, 1.189058], [4.254132, -1.724576, 0.022125], [3.448394, -1.843622, -1.107077], [2.104980, -1.490281, -1.069120], [1.582576, -1.002577, 0.107129], [0.257148, -0.698428, 0.208274], [-1.513490, 2.577612, 5.562486], [0.054083, 2.048828, 6.081912], [2.536046, -0.235952, 3.318584], [4.328633, -1.107852, 2.074388], [5.291964, -2.023833, -0.013727], [3.868687, -2.224873, -2.028975], [1.473686, -1.589825, -1.941681], [-3.210964, -3.948711, -2.589423], [-3.002090, -3.620572, -1.157367], [-3.195068, -4.416336, -0.154040], [-2.899273, -3.646663, 0.938775], [-2.538368, -2.410254, 0.647511], [-2.220605, -1.209591, 1.837498], [-2.594913, -2.370457, -0.699432], [-2.292473, -1.240551, -1.456302], [-3.510355, -4.990230, -2.667531], [-2.298093, -3.801930, -3.168688], [-3.997763, -3.327374, -3.018379], [-2.972785, -4.046914, 1.862599], [-1.507867, -1.445146, -2.064676], [-3.097738, -0.979633, -2.015515], [-2.576257, 1.941966, -0.113211], [0.210226, 2.005167, 0.225895], [0.519842, 2.812268, -0.782031], [1.819644, 3.217691, -1.091113], [2.008053, 4.033774, -2.179464], [0.933198, 4.506173, -2.992904], [-0.336535, 4.150916, -2.704835], [-0.604226, 3.276749, -1.583228], [-1.845510, 2.951813, -1.365707], [2.644205, 2.882519, -0.477776], [3.017591, 4.338697, -2.427759], [1.143220, 5.153390, -3.833283], [-1.183471, 4.508307, -3.274983]], "forces_ev_per_a": [[0.68, 1.02, 0.53], [0.03, -0.11, -0.21], [-0.37, 0.14, 0.54], [0.35, 0.03, -0.38], [-0.01, -0.26, -0.44], [-0.09, 0.36, 0.20], [0.29, -0.27, -0.19], [0.07, 0.33, 0.51], [0.19, -0.04, -0.02], [-0.06, 0.00, 0.03], [0.00, -0.01, -0.01], [0.11, -0.14, -0.15], [-0.58, 0.17, -0.04], [0.22, -0.45, -0.31], [0.00, 0.00, -0.01], [0.00, -0.02, 0.02], [0.06, -0.08, -0.01], [-0.01, 0.00, -0.04], [-0.01, 0.02, -0.01], [-0.01, 0.00, 0.02], [0.01, -0.04, 0.01], [0.07, 0.03, 0.09], [-0.10, -0.09, -0.07], [0.16, 0.46, 0.09], [-0.10, -0.50, 0.11], [0.14, 0.07, 0.11], [-0.35, 0.24, -0.32], [0.09, 0.14, -0.36], [-0.02, -0.05, 0.13], [0.00, 0.00, 0.02], [-0.01, 0.00, 0.02], [-0.01, 0.01, 0.00], [-0.01, 0.01, 0.00], [0.01, -0.01, 0.00], [-0.04, -0.01, 0.02], [-0.24, -0.31, -0.05], [-0.13, -0.83, -0.15], [-0.33, -0.04, 0.39], [0.02, 0.10, -0.04], [-0.07, 0.12, -0.14], [0.35, -0.01, 0.08], [-0.15, -0.16, 0.21], [-0.03, 0.10, -0.36], [-0.12, 0.17, 0.18], [0.00, 0.00, -0.03], [-0.02, 0.00, -0.02], [0.05, 0.00, 0.04], [-0.01, -0.07, 0.01]], "nbo_charge": [1.325, -0.758, 0.303, 0.011, -0.364, -0.348, 0.210, -0.235, -0.101, -0.223, -0.117, -0.287, 0.402, -0.707, 0.424, 0.430, 0.243, 0.238, 0.249, 0.243, 0.229, -0.674, 0.372, -0.201, -0.329, 0.278, -0.082, -0.213, -0.619, 0.283, 0.243, 0.250, 0.452, 0.383, 0.391, 0.579, -0.559, 0.295, -0.280, -0.032, -0.227, -0.089, 0.058, -0.463, 0.252, 0.249, 0.258, 0.257], "total_charge": 2, "e_lumo_ev": -8.580}

No. 2
{"formula": "C17H18AuN3O4SSe3Te", "method": "the ωB97M-V functional and the def2-TZVPD basis", "elements": ["Au", "Se", "Se", "Te", "Se", "C", "C", "C", "C", "C", "C", "C", "S", "O", "O", "N", "C", "C", "C", "O", "O", "H", "H", "H", "H", "H", "H", "H", "H", "H", "H", "H", "H", "N", "C", "N", "C", "C", "C", "C", "C", "C", "H", "H", "H", "H", "H", "H"], "positions_angstrom": [[-1.366452, 3.507357, -0.967761], [-3.013299, 5.276175, -1.009409], [-1.508643, 7.023433, -0.381545], [0.195727, 5.526795, -1.591173], [1.783258, 5.187340, 0.104362], [-2.994863, -4.557013, -1.015005], [-1.579004, -4.050408, -1.068076], [-1.102850, -3.179813, -0.092015], [0.209175, -2.738287, -0.114736], [1.054349, -3.161008, -1.131843], [0.601962, -4.028385, -2.117559], [-0.712492, -4.466774, -2.075668], [2.697504, -2.526879, -1.213452], [3.054054, -2.106256, 0.108373], [3.496161, -3.450234, -1.962165], [2.600370, -1.174410, -2.136000], [1.693271, -0.110777, -1.698127], [1.919357, 1.136138, -2.531607], [0.986138, 2.269040, -2.179449], [1.177921, 3.385625, -2.673537], [0.046349, 1.979127, -1.356823], [-3.667640, -3.804036, -0.605664], [-3.060005, -5.440100, -0.375810], [-3.351789, -4.838380, -2.004941], [-1.764230, -2.844980, 0.698767], [0.588971, -2.074846, 0.647644], [1.278809, -4.361255, -2.892777], [-1.071333, -5.148014, -2.838056], [2.529448, -1.430568, -3.113909], [1.913813, 0.091425, -0.650041], [0.645392, -0.415519, -1.766208], [1.759063, 0.919638, -3.592750], [2.942408, 1.500524, -2.438513], [-1.547589, 3.551031, 3.463885], [-1.870419, 3.790007, 2.168046], [-1.432518, 2.866896, 1.360404], [-0.755942, 1.951533, 2.162402], [-0.056857, 0.794790, 1.821906], [0.560290, 0.101199, 2.844092], [0.477352, 0.529222, 4.179988], [-0.214401, 1.671466, 4.529789], [-0.817579, 2.374114, 3.492720], [-1.764021, 4.148372, 4.241446], [-2.425607, 4.663089, 1.854879], [0.014137, 0.485136, 0.786916], [1.140583, -0.786091, 2.623400], [0.978487, -0.043631, 4.948744], [-0.266818, 2.008192, 5.556856]], "forces_ev_per_a": [[0.27, 0.07, 0.06], [0.03, 0.16, 0.06], [-0.07, -0.14, -0.06], [0.01, -0.08, -0.08], [-0.07, 0.02, 0.00], [0.03, 0.00, 0.00], [-0.08, -0.02, 0.00], [0.01, 0.00, 0.03], [0.01, -0.02, -0.09], [-0.09, -0.05, -0.01], [-0.08, 0.04, 0.09], [0.06, -0.01, -0.03], [0.09, 0.00, 0.02], [0.00, 0.01, 0.02], [0.01, 0.00, 0.01], [-0.03, 0.00, 0.00], [0.05, -0.02, 0.01], [0.06, -0.11, -0.12], [-0.05, 0.10, 0.22], [0.05, 0.07, -0.21], [-0.14, 0.03, 0.03], [0.00, 0.00, 0.00], [0.00, 0.00, 0.00], [0.00, 0.00, 0.00], [0.00, -0.01, -0.01], [0.01, 0.03, 0.07], [0.01, -0.01, 0.00], [0.00, 0.00, 0.01], [-0.01, 0.06, -0.01], [0.01, 0.01, -0.02], [-0.01, -0.03, 0.00], [0.04, 0.02, 0.00], [0.01, -0.02, 0.01], [0.03, -0.04, -0.10], [-0.05, 0.09, 0.16], [-0.14, -0.23, 0.07], [0.07, 0.05, -0.04], [0.04, 0.00, -0.01], [0.00, -0.03, 0.01], [-0.02, 0.04, -0.04], [0.04, -0.02, 0.01], [-0.06, 0.04, 0.03], [0.00, 0.01, 0.00], [0.00, -0.03, 0.00], [-0.02, 0.01, 0.01], [-0.02, 0.00, -0.05], [-0.01, 0.00, 0.00], [-0.01, 0.00, -0.01]], "nbo_charge": [0.791, -0.323, -0.243, 0.901, -0.433, -0.632, 0.007, -0.208, -0.207, -0.302, -0.191, -0.220, 2.328, -0.943, -0.940, -0.858, -0.236, -0.503, 0.820, -0.716, -0.796, 0.220, 0.227, 0.219, 0.217, 0.236, 0.238, 0.215, 0.398, 0.226, 0.197, 0.225, 0.245, -0.526, 0.242, -0.587, 0.160, -0.230, -0.213, -0.203, -0.237, 0.087, 0.425, 0.225, 0.236, 0.222, 0.219, 0.220], "total_charge": 0, "e_lumo_ev": -2.329}

Values for relative energy (zero: lowest compared OMol25 entry of this formula, charge and spin), kcal per mole, ordered as above
0.00, 0.00
Values for highest occupied orbital energy, eV, ordered as above
-14.10, -8.05